No. 1
# C3H10O3

A 3-piece molecular cluster, C3H10O3 overall in a non-equilibrium geometry (ωB97M-V/def2-TZVPD, the Open Molecules 2025 dataset).

Structure (XYZ):
```
16
Properties=species:S:1:pos:R:3:forces:R:3
C -0.175648 -1.304890 -0.744208 -0.0919 -0.4238 -0.1633
C 0.841071 -0.470426 -0.708018 0.4026 -0.0572 0.4334
O 1.648943 -0.431812 0.442138 -0.1392 0.0019 0.0769
C 1.223716 0.541865 -1.713389 0.3132 0.1879 -0.3392
H -0.811714 -1.387894 -1.616124 -0.0642 0.2622 0.1144
H -0.363457 -1.939103 0.107972 -0.0818 -0.0420 0.0315
H 2.504372 -0.824113 0.235666 -0.0381 0.0896 -0.0601
H 2.245594 0.376015 -2.071456 0.0361 -0.0432 0.0168
H 0.561799 0.505997 -2.568100 -0.2018 0.0644 -0.1967
H 1.206908 1.542943 -1.280500 -0.1296 0.0064 0.0734
H 0.216972 -0.479006 2.222026 0.0428 -0.6158 0.2247
H -1.136711 -0.080736 1.945122 -0.6271 -0.3861 0.0242
O -0.679091 -0.813084 2.405369 0.5526 0.9172 -0.2963
H -2.614461 1.837930 0.391133 0.1362 -0.0862 -0.0954
H -2.586539 1.559599 1.885147 0.0488 0.0765 -0.0952
O -2.081749 1.366719 1.067218 -0.1587 0.0484 0.2509
```
Positions in Å, forces in eV/Å.

The value obtained for the HOMO energy (spin up / spin down) is 0.966 / -6.206 eV. For the orbital gap (spin up / spin down), the calculation gives 2.450 / 9.483 eV. The spin multiplicity is 2. As for the charge: -1. Its LUMO energy (spin up / spin down) is 3.42 / 3.28 eV. The total energy comes out at -345.956834 Eh.

Just the natural (NBO) charges please, in e? Sure, here they are: number 1, C, carries -0.48; number 2, C, carries 0.26; number 3, O, carries -0.75; number 4, C, carries -0.73; number 5, H, carries 0.19; number 6, H, carries 0.23; number 7, H, carries 0.47; number 8, H, carries 0.19; number 9, H, carries 0.21; number 10, H, carries 0.23; number 11, H, carries 0.47; number 12, H, carries 0.49; number 13, O, carries -1.00; number 14, H, carries 0.31; number 15, H, carries 0.36; number 16, O, carries -1.44

---

No. 2
# C3H10O3

A 4-piece molecular cluster, C3H10O3 overall in a non-equilibrium geometry (ωB97M-V/def2-TZVPD, the Open Molecules 2025 dataset).

Structure (XYZ):
```
16
Properties=species:S:1:pos:R:3:forces:R:3
C -1.304938 0.477834 0.582092 0.3851 -0.0699 -1.5288
O -1.111050 1.328046 -0.535847 -0.0748 0.0067 2.5569
C -0.203485 -0.551901 0.554563 1.4683 0.6274 -0.6980
C 0.226460 -1.445726 1.503030 1.3278 -0.4446 0.5597
H -2.253252 -0.116942 0.467682 0.2892 0.5286 0.5953
H -1.138902 0.922041 1.592290 -1.0916 0.2702 -0.5886
H 1.182513 0.462161 1.386044 -1.2766 -2.2959 -1.1422
H 0.196656 -0.650273 -0.468160 0.3888 0.1143 0.3128
H 1.134801 -2.097305 1.511977 -0.5832 0.9682 -0.9164
H -0.430485 -1.841536 2.249601 -0.5300 0.7347 1.0379
H -0.835356 0.583079 -1.613663 0.1530 -0.4252 -0.0317
H -1.104726 -0.358873 -2.907940 -0.3964 -0.2173 -0.5748
O -0.442064 -0.184338 -2.253944 0.4858 0.0490 0.0895
H 2.678931 0.939957 -1.100634 0.0373 -0.1988 -0.2617
H 1.244764 1.361604 -0.635790 0.3282 0.0234 -0.1510
O 2.160133 1.172170 -0.331300 -0.9110 0.3290 0.7409
```
Positions in Å, forces in eV/Å.

The value obtained for the HOMO energy is -8.367 eV. For the orbital gap, the calculation gives 5.786 eV. Its LUMO energy is -2.58 eV. The total energy comes out at -345.763445 Eh.

Just the Mulliken charges please, in e? Sure, here they are: number 1, C, carries -0.14; number 2, O, carries -0.77; number 3, C, carries -0.29; number 4, C, carries -0.59; number 5, H, carries 0.24; number 6, H, carries 0.28; number 7, H, carries 0.39; number 8, H, carries 0.47; number 9, H, carries 0.29; number 10, H, carries 0.25; number 11, H, carries 0.38; number 12, H, carries 0.24; number 13, O, carries -0.77; number 14, H, carries 0.32; number 15, H, carries 0.40; number 16, O, carries -0.67

---

No. 3
# C3H10O3

A 3-piece molecular cluster, C3H10O3 overall in a non-equilibrium geometry (ωB97M-V/def2-TZVPD, the Open Molecules 2025 dataset).

Structure (XYZ):
```
16
Properties=species:S:1:pos:R:3:forces:R:3
C 0.827897 0.107805 -1.699320 2.0278 1.7812 -2.1406
C 1.346505 -1.029985 -0.834861 0.1101 1.1201 -0.3422
C 1.510341 -0.641132 0.606500 -0.6728 1.1234 0.6171
O 0.967834 -1.215268 1.521610 0.3840 0.2385 -0.0884
H 1.554851 0.963378 -1.823168 -0.2406 -0.7835 0.6315
H 0.820975 -0.220340 -2.764504 -0.4515 -0.1329 0.7351
H -0.068228 0.652110 -1.495134 -0.8994 -0.4399 0.5442
H 2.362059 -1.197850 -1.181221 0.1589 -0.5310 -0.2551
H 0.672475 -1.844282 -1.071897 0.2835 -0.6387 0.8612
H 2.087839 0.371807 0.835439 -0.6200 -1.7056 -0.6311
O -1.750099 1.979188 -0.938501 -1.0046 0.2797 0.9993
H -2.337921 2.711994 -0.699331 0.3644 0.4044 -0.7041
H -2.057635 1.409257 -0.210744 0.5549 -0.6751 -0.1823
O -1.969085 0.101385 1.407026 1.3254 0.5338 1.5569
H -0.998981 0.143079 1.515043 0.1288 -0.4854 -1.3714
H -2.035259 0.278903 2.364481 -1.4488 -0.0888 -0.2301
```
Positions in Å, forces in eV/Å.

The value obtained for the HOMO energy is -10.008 eV. For the orbital gap, the calculation gives 10.735 eV. Its structure (SMILES) is CCC=O.O.O. Its LUMO energy is 0.73 eV. The total energy comes out at -345.982930 Eh.

Just the natural (NBO) charges please, in e? Sure, here they are: number 1, C, carries -0.62; number 2, C, carries -0.52; number 3, C, carries 0.45; number 4, O, carries -0.54; number 5, H, carries 0.20; number 6, H, carries 0.22; number 7, H, carries 0.25; number 8, H, carries 0.23; number 9, H, carries 0.24; number 10, H, carries 0.11; number 11, O, carries -0.96; number 12, H, carries 0.46; number 13, H, carries 0.49; number 14, O, carries -0.94; number 15, H, carries 0.48; number 16, H, carries 0.47

---

No. 4
# C3H10O3

A 3-piece molecular cluster, C3H10O3 overall in a non-equilibrium geometry (ωB97M-V/def2-TZVPD, the Open Molecules 2025 dataset).

Structure (XYZ):
```
16
Properties=species:S:1:pos:R:3:forces:R:3
C -1.569258 1.743375 0.544945 -0.1613 2.9775 1.1829
C -0.488609 1.248494 -0.080033 -0.0015 -1.5886 -1.5854
C -0.372799 0.262259 -1.359627 1.1547 0.4312 1.3890
O 0.883929 1.550369 0.352782 -3.0411 -1.3169 0.4724
H -2.712777 1.611388 0.483432 2.3003 -0.4472 -0.7336
H -1.382544 2.736553 1.184897 -0.0726 -2.6478 -0.8524
H -1.286786 -0.026863 -1.946522 0.8162 0.4898 0.9869
H 0.413158 0.712092 -2.039869 -1.1407 -0.1360 0.5688
H 0.190817 -0.635157 -0.983323 -0.9693 0.5984 -0.4853
H 1.081548 2.283394 -0.181893 1.0517 1.6719 -1.0296
O 1.188730 -1.123825 1.670575 -2.7354 0.7011 0.9232
H 1.368643 -0.284180 1.201211 -0.1733 -0.2696 0.4235
H 0.257961 -0.972082 2.122607 2.9203 -0.3433 -1.4557
O 0.554767 -3.023371 -0.617939 0.5277 -2.0787 -0.5060
H 1.123717 -3.780172 -0.312566 -0.8762 1.3268 -0.3850
H 0.749503 -2.302274 -0.038676 0.4004 0.6312 1.0862
```
Positions in Å, forces in eV/Å.

The value obtained for the HOMO energy is -10.007 eV. For the orbital gap, the calculation gives 10.643 eV. Its structure (SMILES) is C=C(C)O.O.O. Its LUMO energy is 0.64 eV. The total energy comes out at -345.948502 Eh.

Just the natural (NBO) charges please, in e? Sure, here they are: number 1, C, carries -0.49; number 2, C, carries 0.29; number 3, C, carries -0.68; number 4, O, carries -0.75; number 5, H, carries 0.24; number 6, H, carries 0.21; number 7, H, carries 0.24; number 8, H, carries 0.22; number 9, H, carries 0.23; number 10, H, carries 0.48; number 11, O, carries -0.97; number 12, H, carries 0.49; number 13, H, carries 0.48; number 14, O, carries -0.96; number 15, H, carries 0.47; number 16, H, carries 0.48